ORCA calculation (ωB97M-V with the def2-TZVPD basis set) on C39H47CrN3O5PS2Sb as an isolated structure.

Last column: Löwdin spin population.
CARTESIAN COORDINATES (ANGSTROEM)
C1 -1.340 -1.227 0.717  0.01
C2 -2.059 -4.881 -3.548  0.00
H1 1.218 -1.519 2.709  0.00
C3 3.820 1.724 3.679  0.00
C4 -0.047 5.449 2.625  0.00
C5 2.088 4.929 -0.646  0.00
O1 1.502 0.493 -2.762  0.04
H2 0.705 -4.586 4.309  0.00
H3 0.630 5.202 1.802  0.00
C6 -0.709 -3.286 -2.288  0.01
H4 2.709 5.813 -0.601  0.00
H5 5.291 1.785 0.390  0.00
O2 2.529 -1.557 -2.121  0.03
C7 3.665 -0.445 1.958  0.00
C8 6.381 1.021 -2.720  0.00
H6 -0.608 3.055 6.113  0.00
C9 -1.949 -3.923 -2.513  0.00
H7 0.228 -2.457 5.156  0.00
O3 -2.167 -1.207 1.613  0.01
C10 3.282 1.883 2.410  0.00
C11 -1.190 2.154 5.921  0.00
C12 5.213 0.482 -3.244  0.00
O4 -0.240 -0.558 0.681  0.03
C13 0.752 5.030 -1.005  0.00
C14 5.253 1.436 -0.635  0.00
C15 -3.039 -3.600 -1.670  0.01
Sb1 -0.553 2.400 2.790  0.00
H8 -2.530 0.267 4.405  0.00
H9 -1.138 1.534 6.823  0.00
H10 0.299 6.391 3.063  0.00
C16 3.205 0.802 1.538  0.00
C17 4.066 0.926 -1.149  0.00
H11 3.869 2.570 4.351  0.00
H12 1.420 -1.170 4.968  0.00
S1 1.374 -3.600 0.962  0.03
H13 -3.014 -5.365 -3.706  0.00
H14 2.097 4.317 3.681  0.00
H15 0.373 1.117 4.892  0.00
H16 -3.751 2.260 4.016  0.00
H17 -3.106 3.889 4.250  0.00
C18 -2.608 2.983 2.325  0.00
C19 -0.065 4.341 3.674  0.00
H18 0.327 5.996 -1.244  0.00
H19 -2.437 3.946 1.831  0.00
H20 -4.483 3.626 3.185  0.00
H21 -4.190 2.436 0.954  0.00
H22 -1.062 -5.935 -5.102  0.00
C20 1.201 -2.207 4.725  0.00
H23 1.399 3.392 5.008  0.00
H24 -3.431 1.053 1.757  0.00
C21 4.216 -0.601 3.221  0.00
C22 -0.042 3.893 -1.056  0.00
C23 0.502 2.655 -0.756  0.00
H25 5.168 0.090 -4.249  0.00
H26 -2.230 2.447 5.795  0.00
H27 4.578 -1.573 3.530  0.00
C24 -2.855 -2.735 -0.635  0.00
C25 -0.978 -5.193 -4.320  0.00
N1 1.210 -2.347 3.287  0.00
C26 1.276 4.290 4.401  0.00
H28 -1.034 5.634 2.200  0.00
C27 -1.471 0.065 4.575  0.00
C28 4.294 0.484 4.084  0.00
O5 2.830 -0.747 -4.431  0.00
H29 1.970 -2.837 5.177  0.00
H30 -1.397 -0.529 5.491  0.00
S2 2.633 -0.390 -3.060  0.01
C29 0.258 -4.553 -4.090  0.00
C30 6.399 1.489 -1.417  0.00
Cr1 1.019 -1.006 -0.800  3.78
H31 -1.085 3.970 -1.331  0.00
H32 1.347 -3.140 -2.926  0.00
H33 -0.856 4.553 4.396  0.00
C31 -0.683 1.362 4.721  0.00
C32 1.845 2.542 -0.409  0.00
C33 1.207 -3.511 2.630  0.00
C34 4.075 0.443 -2.461  0.00
C35 2.635 3.687 -0.356  0.00
H34 -2.594 1.871 0.449  0.00
H35 3.587 -1.305 1.297  0.00
C36 -3.240 2.031 1.315  0.00
H36 7.310 1.899 -1.001  0.00
H37 -1.139 -0.540 3.732  0.00
H38 1.398 5.155 5.060  0.00
C37 -1.588 -2.146 -0.472  0.01
H39 7.278 1.057 -3.323  0.00
C38 -3.529 3.204 3.516  0.00
H40 -0.116 1.767 -0.793  0.00
H41 2.903 2.848 2.105  0.00
P1 2.518 0.871 -0.151  0.01
H42 3.686 3.618 -0.102  0.00
H43 -4.004 -4.055 -1.855  0.00
N2 1.088 -4.632 3.380  0.00
H44 0.957 -5.487 2.867  0.00
H45 1.112 -4.803 -4.705  0.00
N3 -0.566 -2.367 -1.279  0.00
C39 0.396 -3.621 -3.101  0.00
H46 -3.629 -2.475 0.071  0.00
H47 4.719 0.362 5.072  0.00

Results
* frontier orbital gap (alpha / beta): 7.4 / 7.4 eV
* E: -121835.942 eV
* <S²>: 6.014
* charge: 0
* energy relative to the best compared isomer or geometry (same formula, charge and spin): 0.0 kcal per mole
* spin multiplicity: 5



ORCA calculation (ωB97M-V with the def2-TZVPD basis set) on C39H47F9HfN5OP2 as an isolated structure at a distorted geometry.

Last column: Löwdin charge in e.
CARTESIAN COORDINATES (ANGSTROEM)
H1 -0.486 2.607 0.073  0.03
F1 0.422 -2.495 1.581  0.01
H2 1.436 -1.526 -2.755  0.11
H3 -4.134 -4.249 -3.526  0.12
C1 -3.503 2.493 0.295  -0.36
C2 -4.698 -0.286 0.325  -0.09
H4 4.429 0.237 0.212  0.14
H5 -2.516 3.184 2.082  0.09
H6 -2.190 -2.624 5.919  0.12
P1 -2.330 1.151 -0.117  0.93
C3 -5.415 -4.314 -0.404  -0.03
H7 -5.040 0.626 0.813  0.08
H8 2.760 1.902 -1.148  0.08
H9 1.999 3.855 0.077  0.13
H10 0.010 0.207 -2.913  0.10
C4 -4.506 -3.488 0.235  -0.09
C5 -2.296 1.407 -1.940  -0.39
H11 -6.167 5.158 1.088  0.13
C6 2.007 -0.024 2.716  -0.15
C7 3.608 -0.298 0.694  -0.15
C8 -2.358 -3.362 2.621  -0.09
H12 -2.211 3.555 -1.823  0.12
C9 1.871 -0.524 -2.689  -0.16
C10 0.622 2.701 1.737  -0.19
C11 -2.228 2.693 -2.476  -0.11
H13 0.033 -0.435 2.740  0.09
H14 -2.237 3.872 -4.252  0.13
H15 -6.218 -4.763 0.161  0.12
H16 0.630 4.057 -1.003  0.13
C12 -0.198 -4.621 -0.912  -0.57
C13 -3.363 3.301 1.419  -0.08
Hf1 0.141 -0.298 -0.094  1.80
H17 -4.220 4.882 2.575  0.12
C14 -2.366 0.492 -4.166  -0.04
C15 0.916 -3.646 -0.431  -0.26
O1 0.615 -2.376 -0.826  -0.29
C16 2.254 -4.186 -1.043  -0.56
C17 -4.246 -4.022 -2.478  -0.04
H18 3.656 0.360 -1.837  0.12
N1 0.797 0.426 -2.290  -0.13
C18 -5.415 4.420 0.860  -0.02
H19 -4.980 -1.124 0.958  0.08
F2 2.288 -3.514 1.544  0.20
N2 0.485 2.382 0.300  -0.11
C19 3.135 0.562 1.862  -0.14
C20 -2.256 -1.175 4.339  -0.05
H20 0.241 2.405 -2.761  0.10
C21 -2.337 1.774 -4.695  -0.02
C22 -2.342 -0.981 2.971  -0.14
H21 -2.386 -4.225 1.975  0.11
F3 3.244 -3.308 -0.792  0.15
H22 -6.005 -5.224 -2.250  0.12
C23 -2.321 0.307 -2.793  -0.13
F4 2.603 -5.341 -0.520  0.23
H23 -2.508 -2.792 -2.419  0.09
N3 0.621 0.220 2.206  -0.14
C24 -5.551 3.624 -0.269  -0.02
H24 -4.712 2.045 -1.435  0.12
N4 -3.244 -0.260 0.161  -0.51
H25 -2.395 1.917 -5.761  0.13
H26 -2.390 -0.691 -2.371  0.06
H27 2.149 -1.103 2.806  0.12
H28 3.994 0.711 2.520  0.14
C25 -5.291 -4.580 -1.759  -0.03
C26 -4.322 4.262 1.697  -0.04
H29 2.860 1.538 1.477  0.09
C27 -3.468 -2.903 -0.493  -0.35
C28 -2.241 -2.463 4.854  -0.03
C29 1.044 -3.677 1.124  -0.49
H30 0.374 1.766 3.648  0.15
H31 4.016 -1.246 1.053  0.14
H32 -2.211 -0.330 5.009  0.12
F5 0.486 -4.671 1.750  0.25
C30 3.030 -0.519 -1.691  -0.16
C31 -2.260 2.872 -3.848  -0.04
C32 -4.599 2.667 -0.558  -0.11
H33 -6.401 3.745 -0.923  0.13
F6 2.155 -4.281 -2.358  0.22
C33 -2.311 -3.547 3.994  -0.03
H34 3.663 -1.388 -1.894  0.14
H35 1.663 2.919 1.974  0.11
H36 2.250 -1.510 -0.158  0.04
F7 0.143 -5.888 -0.924  0.24
C34 -3.338 -3.188 -1.850  -0.11
C35 -2.392 -2.070 2.096  -0.36
H37 2.265 -0.262 -3.677  0.15
C36 1.283 3.312 -0.543  -0.17
P2 -2.318 -1.715 0.295  0.99
H38 -2.456 0.024 2.578  0.07
H39 2.627 3.314 -2.181  0.14
C37 0.107 1.555 2.607  -0.19
H40 1.676 1.827 -3.603  0.14
H41 -0.985 1.526 2.550  0.07
C38 1.163 1.833 -2.635  -0.15
H42 -4.614 -3.313 1.294  0.11
H43 0.064 3.606 1.998  0.14
C39 2.051 2.569 -1.627  -0.15
N5 2.522 -0.538 -0.294  -0.13
H44 -5.204 -0.385 -0.635  0.10
H45 2.081 0.398 3.724  0.14
F8 -0.578 -4.260 -2.131  0.18
H46 -2.433 -0.362 -4.820  0.12
F9 -1.266 -4.471 -0.112  0.14
H47 -2.335 -4.549 4.392  0.13

Results
* frontier orbital gap: 6.9 eV
* E: -95025.609 eV
* charge: +3
* energy relative to the best compared isomer or geometry (same formula, charge and spin): 31.8 kcal per mole



ORCA calculation (ωB97M-V with the def2-TZVPD basis set) on C39H47GeI2N4O3SiTa as an isolated structure.

Last column: Löwdin charge in e.
CARTESIAN COORDINATES (ANGSTROEM)
H1 1.330 2.881 -0.556  0.01
I1 3.521 -0.059 -1.812  1.18
H2 -2.684 2.909 3.723  0.13
Ge1 -0.540 2.962 -2.280  0.77
H3 -1.599 -4.231 1.683  0.13
C1 4.229 -0.079 2.832  -0.60
H4 -1.400 -3.735 4.109  0.13
H5 4.802 -0.459 0.752  0.00
H6 -2.085 0.921 -2.226  -0.02
C2 2.487 -1.860 -4.030  -0.19
H7 -2.660 -1.905 -0.855  0.10
C3 5.454 4.776 2.104  -0.05
H8 0.327 0.011 3.047  0.07
H9 -4.753 1.868 2.841  0.13
H10 4.325 0.246 5.014  0.07
C4 0.803 -1.078 -2.493  -0.39
H11 0.138 5.411 -2.236  0.03
C5 1.632 1.143 4.993  -0.11
H12 -1.484 5.212 -1.555  0.03
C6 0.710 2.374 -3.653  -0.19
H13 2.919 -1.617 1.994  0.07
H14 0.151 -2.764 -0.819  0.13
H15 5.556 1.123 4.100  0.09
H16 1.948 3.976 3.166  0.11
H17 -0.535 -3.240 -4.686  0.11
C7 1.603 3.292 3.936  -0.10
C8 -1.056 -3.023 3.371  0.00
H18 0.387 4.791 4.874  0.11
O1 -4.538 -1.021 0.088  0.07
H19 5.699 -0.616 4.321  0.10
C9 -0.503 -1.810 3.748  -0.01
C10 -4.818 0.041 0.618  -0.48
N1 -1.682 -1.823 -1.125  -0.07
C11 1.509 -2.601 -4.682  -0.72
H20 -0.186 3.299 0.226  0.02
C12 4.720 3.718 2.622  -0.09
H21 -2.208 -1.168 -3.020  0.13
C13 -3.808 1.686 2.344  0.04
C14 -0.811 4.886 -2.348  -0.21
H22 5.853 0.701 1.581  0.09
Ta1 0.552 0.623 0.186  1.76
C15 -3.711 0.857 1.239  -0.08
H23 3.512 2.453 -0.280  0.01
C16 5.483 4.997 0.734  -0.06
H24 -2.000 -2.908 -2.934  0.13
H25 -6.267 1.466 1.012  0.12
C17 0.206 -2.617 -4.200  -0.08
C18 -2.232 1.988 -2.402  -0.20
C19 -0.096 -0.943 2.763  -0.14
C20 4.983 0.192 4.146  -0.07
H26 1.994 0.124 5.069  0.09
C21 0.717 3.759 4.899  -0.07
I2 2.011 -3.728 -6.350  0.97
C22 0.261 2.598 -0.480  -0.39
H27 -1.248 5.173 -3.305  0.03
H28 -1.209 -3.794 -0.444  0.14
C23 2.075 1.974 3.958  -0.23
H29 -2.659 2.102 -3.399  0.04
C24 2.122 -1.110 -2.927  -0.61
H30 -2.959 2.371 -1.683  0.02
N2 -1.351 1.191 1.186  -0.09
O2 0.486 -0.278 -1.435  -0.36
C25 -2.650 2.267 2.854  0.01
H31 -0.398 3.274 6.669  0.11
O3 1.861 0.985 1.408  -0.45
H32 4.123 -2.215 3.131  0.10
H33 0.753 1.289 -3.744  0.00
H34 0.389 2.775 -4.616  0.04
C26 -2.458 0.638 0.695  -0.07
H35 3.512 -1.874 -4.372  0.10
H36 1.713 2.752 -3.453  0.02
H37 0.425 0.945 6.755  0.11
C27 -0.854 -2.759 -0.388  -0.14
N3 -0.195 -1.201 1.441  0.00
C28 3.437 -1.387 2.929  -0.08
H38 5.957 -1.022 1.949  0.10
H39 -2.343 -0.049 -0.133  0.09
H40 -6.812 -0.006 0.291  0.13
C29 -0.734 -2.388 1.068  -0.20
H41 2.699 -1.377 3.735  0.06
H42 -0.515 2.430 2.637  0.11
C30 -1.591 -1.954 -2.580  -0.12
C31 0.278 2.910 5.906  -0.07
C32 0.740 1.600 5.953  -0.06
C33 4.009 2.857 1.779  -0.25
H43 6.001 5.430 2.770  0.12
H44 4.701 3.571 3.697  0.11
C34 -1.437 2.005 2.256  -0.08
H45 4.799 4.329 -1.187  0.11
N4 -6.062 0.538 0.689  0.21
H46 6.054 5.822 0.332  0.12
C35 4.052 3.098 0.404  -0.12
C36 5.266 -0.210 1.708  -0.09
C37 -1.168 -3.299 2.020  0.02
H47 -0.387 -1.529 4.786  0.12
C38 4.778 4.158 -0.118  -0.06
Si1 3.130 1.408 2.520  0.63
C39 -0.175 -1.859 -3.099  -0.14

Results
* frontier orbital gap: 6.8 eV
* E: -135447.806 eV
* charge: +2
* energy relative to the best compared isomer or geometry (same formula, charge and spin): 20.2 kcal per mole



ORCA calculation (ωB97M-V with the def2-TZVPD basis set) on C39H47GeN4O4TeW as an isolated structure.

Last column: Löwdin spin population.
CARTESIAN COORDINATES (ANGSTROEM)
H1 -4.510 0.874 -0.239  0.00
C1 -0.327 -2.228 -2.006  0.01
H2 4.720 1.505 -2.641  0.00
H3 -0.498 3.614 0.633  0.00
C2 -1.931 0.909 2.514  0.00
C3 4.926 3.674 0.410  0.00
C4 -2.949 2.318 0.123  0.00
H4 -4.952 2.541 -0.532  0.00
C5 -2.481 -2.116 0.927  0.00
H5 -0.931 5.175 -0.057  0.00
H6 -1.973 3.408 -1.444  0.00
H7 3.753 -0.172 -0.254  0.00
H8 -5.855 -1.970 0.866  0.00
H9 3.179 -0.841 1.784  0.00
H10 -3.091 0.944 -2.394  0.00
C6 -4.164 1.805 -0.696  0.00
H11 1.554 -1.927 -4.676  0.00
C7 2.195 2.994 -4.329  0.00
C8 -1.868 1.288 0.159  0.03
C9 5.959 4.415 0.966  0.00
H12 -0.152 -2.093 2.346  0.01
H13 1.954 3.360 -5.319  0.00
C10 1.288 -0.922 -2.740  0.02
N1 -1.338 -1.923 0.072  -0.01
C11 1.269 3.106 -3.303  0.00
H14 4.212 4.160 -0.246  0.00
C12 -2.388 3.632 -0.460  0.00
H15 -0.916 -2.244 3.900  0.00
H16 -3.237 -1.308 -1.602  0.00
H17 -3.243 -2.702 4.164  0.00
C13 -1.293 -2.587 -1.051  0.03
H18 -4.819 1.199 -2.647  0.00
C14 2.681 -4.002 0.914  0.00
N2 -2.965 1.827 2.571  0.00
H19 0.849 2.721 -1.238  0.00
H20 4.164 2.341 -4.883  0.00
H21 -1.999 -3.388 -1.239  0.00
C15 -1.335 4.287 0.426  0.00
H22 0.706 -3.565 0.097  0.00
C16 -4.854 -2.089 1.264  0.00
C17 5.746 1.704 1.519  0.00
H23 3.163 -4.757 0.296  0.00
C18 -3.395 -2.500 3.111  0.00
Te1 1.494 1.393 1.753  0.04
C19 1.714 -3.167 0.103  0.00
H24 -3.876 -3.807 -1.764  0.00
O1 -1.448 0.410 3.495  0.01
H25 1.992 -0.105 -2.748  0.00
C20 1.579 2.633 -2.034  0.00
H26 -5.531 -2.417 3.270  0.00
Ge1 3.336 1.305 -0.066  0.01
H27 -3.236 4.303 -0.602  0.00
H28 7.690 4.379 2.229  0.00
O2 1.669 -1.850 0.768  0.04
C21 6.884 3.801 1.797  0.00
C22 3.437 2.419 -4.086  0.00
N3 0.470 -1.138 -1.681  0.02
H29 2.163 -4.505 1.731  0.00
C23 1.047 -1.867 -3.728  0.01
O3 -4.319 3.421 1.738  0.00
C24 2.714 -1.817 1.810  0.01
H30 0.377 -4.315 3.371  0.00
C25 -4.599 -2.990 -1.781  0.00
W1 0.157 -0.337 0.200  1.67
H31 -1.342 -4.691 3.451  0.00
H32 -5.504 -3.359 -1.298  0.00
O4 -1.161 0.964 -0.857  0.02
C26 -3.773 -1.976 0.394  0.00
H33 -4.837 -2.771 -2.822  0.00
H34 -0.561 -4.543 1.884  0.00
H35 7.505 1.964 2.716  0.00
H36 5.674 0.644 1.739  0.00
C27 6.780 2.444 2.073  0.00
C28 -0.588 -4.132 2.896  0.00
C29 -3.477 2.587 1.532  0.00
H37 6.042 5.472 0.749  0.00
C30 3.745 1.949 -2.819  0.00
H38 2.060 -2.997 -0.915  0.00
H39 0.305 3.561 -3.490  0.00
C31 -0.925 -2.640 2.885  0.01
H40 4.204 -3.292 2.327  0.00
H41 -3.720 2.567 -2.681  0.00
C32 0.014 -2.694 -3.268  0.02
C33 -4.088 -1.735 -1.067  0.00
H42 -4.879 -0.985 -1.123  0.00
H43 -3.309 2.045 3.497  0.00
H44 -0.445 -3.520 -3.787  0.00
H45 4.350 -2.638 0.688  0.00
C34 -3.923 1.617 -2.187  0.00
N4 -1.479 0.626 1.229  0.01
C35 2.813 2.045 -1.783  0.00
H46 -1.759 4.599 1.382  0.00
C36 3.643 -2.954 1.458  0.00
C37 -2.283 -2.388 2.286  0.00
H47 2.213 -1.955 2.770  0.00
C38 -4.676 -2.343 2.612  0.00
C39 4.812 2.313 0.685  0.00

Results
* frontier orbital gap (alpha / beta): 6.4 / 7.2 eV
* E: -120988.579 eV
* <S²>: 2.019
* charge: +1
* energy relative to the best compared isomer or geometry (same formula, charge and spin): 0.0 kcal per mole
* spin multiplicity: 3